Record 1
{
  "formula": "C4H7NOS",
  "method": "ωB97M-V/def2-TZVPD",
  "elements": ["S", "O", "N", "C", "C", "C", "C", "H", "H", "H", "H", "H", "H", "H"],
  "positions_angstrom": [[1.326, -0.714, 0.579], [-0.630, 0.280, -0.755], [-3.819, 0.316, 0.945], [0.670, -2.047, -0.416], [0.215, 0.548, 0.036], [0.572, 1.882, 0.472], [-3.878, 0.036, -0.160], [-0.324, 2.376, 0.544], [1.061, 1.823, 1.492], [0.271, -2.586, 0.400], [-0.076, -1.556, -1.031], [1.104, 2.443, -0.297], [1.377, -2.502, -1.097], [-3.975, -0.060, -1.218]],
  "atomic_forces_ev_per_a": [[0.933, 0.488, 0.086], [-1.811, 0.442, -1.046], [0.060, -0.152, 0.434], [0.259, 1.006, -0.130], [1.660, -1.330, -0.505], [1.610, 0.211, 1.750], [-0.116, 0.433, -0.403], [-2.252, 1.484, 0.571], [-0.212, 0.453, -1.387], [-0.715, -1.756, -0.152], [-0.428, -0.311, 0.121], [0.553, -0.355, 0.171], [0.346, -0.348, 0.488], [0.112, -0.265, 0.002]],
  "relative_energy_kj_mol": 149.73,
  "e_lumo_ev": 0.84,
  "orbital_gap_ha": 0.374,
  "e_homo_ev": -9.341,
  "total_charge": 0
}

=====

Record 2
{
  "formula": "C4H7NOS",
  "method": "ωB97M-V/def2-TZVPD",
  "elements": ["S", "O", "N", "C", "C", "C", "C", "H", "H", "H", "H", "H", "H", "H"],
  "positions_angstrom": [[0.512, -1.403, -0.370], [1.640, -2.279, -0.486], [0.107, 2.038, 0.543], [0.088, -0.540, 1.142], [-0.649, 0.764, 0.573], [-0.437, 0.876, -0.870], [0.479, -0.047, -1.423], [-1.192, 1.498, -1.340], [1.089, -0.268, 1.570], [-0.781, -2.084, -0.401], [-1.752, 0.879, 0.965], [0.607, -0.133, -2.570], [-0.704, -1.025, 1.749], [0.993, 1.723, 0.917]],
  "atomic_forces_ev_per_a": [[-2.479, 1.561, -1.676], [0.004, -0.642, 0.496], [-1.452, -1.861, -0.772], [-0.250, 1.758, -0.266], [-1.431, 0.286, 1.409], [0.470, 1.308, 1.613], [-0.179, -0.907, -1.562], [0.561, -0.122, -0.422], [-1.190, -0.433, 0.263], [1.637, -0.107, -0.185], [2.128, -0.494, -0.586], [0.106, -0.239, 2.377], [1.307, -0.400, -0.095], [0.767, 0.293, -0.593]],
  "relative_energy_kj_mol": 605.19,
  "e_lumo_ev": 0.03,
  "orbital_gap_ha": 0.276,
  "e_homo_ev": -7.486,
  "total_charge": 0
}

=====

Record 3
{
  "formula": "C4H7NOS",
  "method": "ωB97M-V/def2-TZVPD",
  "elements": ["S", "O", "N", "C", "C", "C", "C", "H", "H", "H", "H", "H", "H", "H"],
  "positions_angstrom": [[0.720, 0.337, -0.159], [-2.647, 0.175, -0.248], [2.227, 1.216, -0.270], [2.100, -0.860, -0.141], [-2.137, -0.689, 0.702], [3.011, 0.121, -0.235], [-1.124, -1.505, 0.553], [-2.516, -0.349, 1.700], [2.166, -1.943, -0.554], [4.050, 0.129, -0.108], [-0.874, -1.688, -0.442], [2.286, 2.029, 0.279], [-0.568, -1.941, 1.331], [-2.209, -0.176, -1.120]],
  "atomic_forces_ev_per_a": [[1.592, -0.391, -0.051], [1.458, -2.517, -2.166], [-1.635, 1.043, -1.223], [-0.838, -2.590, -1.539], [-0.956, 2.692, 2.034], [-0.316, -0.661, 1.017], [-0.906, -0.117, -0.142], [0.280, -0.639, -0.916], [-0.404, 2.031, 1.192], [1.364, 0.024, -0.269], [0.909, -0.617, -1.598], [0.596, 1.013, 0.827], [0.170, -0.643, 0.864], [-1.315, 1.371, 1.969]],
  "relative_energy_kj_mol": 389.55,
  "e_lumo_ev": 0.65,
  "orbital_gap_ha": 0.335,
  "e_homo_ev": -8.466,
  "total_charge": 0
}

=====

Record 4
{
  "formula": "C4H7NOS",
  "method": "ωB97M-V/def2-TZVPD",
  "elements": ["S", "O", "N", "C", "C", "C", "C", "H", "H", "H", "H", "H", "H", "H"],
  "positions_angstrom": [[-0.011, -2.064, -0.014], [1.504, 1.711, -0.153], [2.312, -0.299, 0.503], [-1.080, 0.345, 0.449], [-0.191, -0.324, -0.471], [-2.131, 0.987, -0.051], [1.406, 0.511, -0.061], [-2.991, 1.397, 0.537], [-0.314, -0.025, -1.540], [3.054, 0.214, 0.909], [-2.159, 1.044, -1.155], [-0.834, 0.173, 1.545], [-0.892, -2.454, -0.845], [2.328, -1.216, 0.347]],
  "atomic_forces_ev_per_a": [[1.307, 0.647, 0.652], [-0.235, -0.709, -0.024], [-0.574, 4.240, 0.422], [-1.174, 0.205, 1.377], [4.558, 1.799, 0.051], [-0.795, 0.271, 0.258], [-2.786, -0.673, -0.797], [1.150, -0.207, -0.580], [-0.116, -0.807, 0.838], [1.083, -0.042, 0.322], [-0.404, 0.081, 0.722], [-0.702, 0.398, -1.397], [-1.470, -0.907, -1.302], [0.159, -4.295, -0.542]],
  "relative_energy_kj_mol": 172.97,
  "e_lumo_ev": 0.70,
  "orbital_gap_ha": 0.359,
  "e_homo_ev": -9.080,
  "total_charge": 0
}

=====

Record 5
{
  "formula": "C4H7NOS",
  "method": "ωB97M-V/def2-TZVPD",
  "elements": ["S", "O", "N", "C", "C", "C", "C", "H", "H", "H", "H", "H", "H", "H"],
  "positions_angstrom": [[0.398, 2.098, -0.087], [-2.615, -0.500, -0.276], [2.522, -0.013, -0.163], [-1.930, 0.671, -0.008], [1.570, -0.949, -0.031], [0.212, -0.666, -0.064], [-0.404, 0.618, -0.075], [3.462, -0.259, -0.119], [2.276, 0.985, 0.000], [-2.097, 1.090, 1.036], [1.972, -1.963, 0.038], [-0.429, -1.497, -0.024], [-2.223, 1.437, -0.740], [-2.715, -1.052, 0.513]],
  "atomic_forces_ev_per_a": [[-0.490, -0.481, 0.025], [-0.453, -0.845, 0.064], [-1.608, 0.828, 0.565], [0.854, 1.444, 1.070], [0.096, 1.058, -0.528], [0.798, 0.742, 0.352], [0.903, -0.177, -0.127], [1.591, -0.587, 0.133], [-0.109, -0.793, -0.437], [-0.279, -0.432, -1.136], [-0.503, 0.146, -0.098], [-0.758, -0.984, 0.009], [-0.171, -0.253, 0.317], [0.129, 0.334, -0.209]],
  "relative_energy_kj_mol": 106.52,
  "e_lumo_ev": -0.08,
  "orbital_gap_ha": 0.302,
  "e_homo_ev": -8.300,
  "total_charge": 0
}

=====

Record 6
{
  "formula": "C4H7NOS2",
  "method": "ωB97M-V/def2-TZVPD",
  "elements": ["S", "S", "O", "N", "C", "C", "C", "C", "H", "H", "H", "H", "H", "H", "H"],
  "positions_angstrom": [[-0.886, 1.132, -2.652], [0.987, 0.434, 3.245], [0.498, -1.566, 0.126], [0.653, 0.167, 1.538], [-1.237, 1.203, -0.889], [-0.878, -0.162, -1.403], [0.508, -0.790, -0.989], [0.778, -1.122, 1.289], [-0.447, 1.745, -0.374], [0.867, -1.457, -1.763], [-2.305, 1.538, -0.479], [-1.734, -0.931, -1.608], [0.911, 1.775, 2.989], [1.168, -2.068, 1.972], [1.118, 0.102, -1.002]],
  "atomic_forces_ev_per_a": [[0.066, 0.025, -0.344], [-0.187, 1.475, -1.122], [-0.218, -2.556, -0.886], [0.727, -3.766, 1.211], [-1.770, 0.776, 1.014], [-1.195, -1.909, 0.326], [-1.753, 1.960, -3.015], [0.830, 1.725, 3.335], [-0.135, -0.364, 0.157], [-0.137, 0.064, -0.421], [2.305, -1.168, -1.256], [1.619, 1.525, 0.745], [0.170, -0.634, 0.720], [-1.164, 2.829, -1.227], [0.843, 0.019, 0.762]],
  "relative_energy_kj_mol": 295.05,
  "e_lumo_ev": 0.80,
  "orbital_gap_ha": 0.344,
  "e_homo_ev": -8.560,
  "total_charge": 0
}

=====

Record 7
{
  "formula": "C4H7NS",
  "method": "ωB97M-V/def2-TZVPD",
  "elements": ["S", "N", "C", "C", "C", "C", "H", "H", "H", "H", "H", "H", "H"],
  "positions_angstrom": [[2.105, -0.084, -0.048], [1.551, 1.531, -0.254], [0.662, -1.387, 0.081], [-0.564, -0.763, -0.449], [0.335, 1.582, -0.103], [-0.840, 0.679, 0.123], [-1.329, -1.240, 0.224], [-1.087, 0.810, 1.170], [-0.274, 2.620, 0.267], [-1.592, 1.148, -0.379], [0.708, -1.639, 1.300], [-0.616, -0.947, -1.566], [0.940, -2.309, -0.365]],
  "atomic_forces_ev_per_a": [[1.297, -1.802, -0.702], [0.998, -1.663, 0.230], [2.395, 1.800, 4.177], [-2.533, -0.279, 2.180], [-5.630, 4.769, 2.588], [4.093, -2.057, -1.232], [-0.172, -0.667, -1.884], [0.050, -0.796, 0.457], [2.506, -1.257, -1.703], [-2.307, 0.985, -1.551], [-0.708, 0.797, -3.175], [-0.499, 0.657, 1.445], [0.507, -0.486, -0.829]],
  "relative_energy_kj_mol": 312.24,
  "e_lumo_ev": 0.83,
  "orbital_gap_ha": 0.336,
  "e_homo_ev": -8.306,
  "total_charge": 0
}

=====

Record 8
{
  "formula": "C4H7NS",
  "method": "ωB97M-V/def2-TZVPD",
  "elements": ["S", "N", "C", "C", "C", "C", "H", "H", "H", "H", "H", "H", "H"],
  "positions_angstrom": [[2.434, 2.262, -1.386], [1.578, 1.422, -0.150], [-2.244, -1.141, 0.193], [-0.900, -0.974, 0.837], [0.137, -0.460, 0.249], [1.189, 0.080, -0.307], [0.851, 2.000, 0.256], [-2.968, -0.477, 0.669], [-0.820, -1.324, 1.861], [1.900, -0.503, -0.878], [-2.196, -0.905, -0.867], [3.637, 2.184, -0.793], [-2.598, -2.165, 0.316]],
  "atomic_forces_ev_per_a": [[-0.261, -0.606, 0.420], [-0.193, 0.740, -0.098], [-0.048, 0.074, -0.018], [-0.210, -0.163, 0.034], [0.326, 0.245, -0.130], [0.225, -0.152, -0.184], [0.216, -0.066, 0.007], [-0.081, -0.047, -0.017], [0.113, -0.013, 0.106], [-0.033, -0.135, -0.012], [-0.046, 0.002, -0.017], [0.044, 0.129, -0.067], [-0.052, -0.008, -0.025]],
  "relative_energy_kj_mol": 226.82,
  "e_lumo_ev": 0.83,
  "orbital_gap_ha": 0.334,
  "e_homo_ev": -8.264,
  "total_charge": 0
}

=====

Record 9
{
  "formula": "C4H7NS",
  "method": "ωB97M-V/def2-TZVPD",
  "elements": ["S", "N", "C", "C", "C", "C", "H", "H", "H", "H", "H", "H", "H"],
  "positions_angstrom": [[0.828, -0.780, 0.025], [2.129, 0.326, -0.018], [-0.525, 0.265, 0.568], [-1.688, 0.278, -0.453], [3.340, -0.054, -0.185], [-2.814, -0.329, -0.113], [-0.133, 1.306, 0.519], [3.695, -1.057, -0.490], [-1.379, 0.597, -1.507], [-3.673, -0.506, -0.763], [-2.924, -0.733, 0.883], [-0.982, 0.014, 1.568], [4.126, 0.674, -0.035]],
  "atomic_forces_ev_per_a": [[0.567, -0.324, -0.323], [0.493, -0.248, 0.704], [-1.303, 1.717, -0.615], [1.609, -0.870, -0.626], [-0.823, -0.341, -0.303], [-0.616, -0.043, -0.509], [0.091, -0.704, 0.658], [-0.489, 0.228, 0.357], [-0.852, -0.286, 1.580], [0.344, 0.306, -0.016], [0.015, 0.038, 0.165], [1.005, 0.200, -0.864], [-0.040, 0.327, -0.207]],
  "relative_energy_kj_mol": 214.13,
  "e_lumo_ev": 1.02,
  "orbital_gap_ha": 0.356,
  "e_homo_ev": -8.677,
  "total_charge": 0
}

=====

Record 10
{
  "formula": "C4H7NS",
  "method": "ωB97M-V/def2-TZVPD",
  "elements": ["S", "N", "C", "C", "C", "C", "H", "H", "H", "H", "H", "H", "H"],
  "positions_angstrom": [[2.110, -0.742, 0.043], [0.824, 1.596, -0.022], [0.746, 0.285, 0.000], [-3.112, -0.433, 0.026], [-1.798, 0.251, 0.078], [-0.604, -0.329, -0.125], [-2.978, -1.474, -0.356], [-3.625, -0.526, 0.963], [0.013, 2.114, -0.222], [1.787, 1.984, -0.080], [-1.867, 1.317, 0.418], [-3.712, 0.044, -0.729], [-0.534, -1.401, -0.395]],
  "atomic_forces_ev_per_a": [[-1.311, 1.162, 0.101], [2.309, 0.431, 0.231], [0.627, -2.298, -0.452], [0.728, -1.681, -1.395], [0.856, 0.906, 0.958], [-0.226, -0.592, -0.036], [-0.003, 0.601, 0.336], [-0.265, 0.380, 0.534], [-0.683, 0.939, -0.241], [-1.414, -0.139, 0.129], [0.287, -0.856, -0.370], [-0.664, 0.392, -0.042], [-0.240, 0.755, 0.247]],
  "relative_energy_kj_mol": 63.86,
  "e_lumo_ev": 0.12,
  "orbital_gap_ha": 0.308,
  "e_homo_ev": -8.255,
  "total_charge": 0
}

=====

Record 11
{
  "formula": "C4H7NS",
  "method": "ωB97M-V/def2-TZVPD",
  "elements": ["S", "N", "C", "C", "C", "C", "H", "H", "H", "H", "H", "H", "H"],
  "positions_angstrom": [[-2.313, -0.120, -0.023], [2.858, 0.055, -0.245], [0.407, -0.981, 0.325], [0.016, 1.358, 0.219], [-0.488, 0.024, -0.385], [1.817, -0.577, -0.005], [-0.203, 0.123, -1.500], [0.142, -0.928, 1.470], [-0.182, -1.961, 0.089], [-0.903, 2.054, 0.095], [0.936, 1.197, -0.660], [0.457, 1.131, 1.372], [-2.543, -1.374, -0.752]],
  "atomic_forces_ev_per_a": [[0.943, -2.425, -1.600], [-7.085, -4.866, 1.622], [-2.564, -2.001, 1.107], [1.084, -1.201, -0.908], [-0.215, 1.187, 0.100], [6.118, 2.997, -1.094], [-1.275, -0.868, 1.517], [1.070, 0.242, -2.030], [2.635, 0.705, -0.101], [2.459, -0.149, 0.280], [-2.006, 3.043, 3.153], [-1.460, 1.301, -3.280], [0.295, 2.035, 1.233]],
  "relative_energy_kj_mol": 395.68,
  "e_lumo_ev": 0.45,
  "orbital_gap_ha": 0.374,
  "e_homo_ev": -9.733,
  "total_charge": 0
}

=====

Record 12
{
  "formula": "C4H7NS",
  "method": "ωB97M-V/def2-TZVPD",
  "elements": ["S", "N", "C", "C", "C", "C", "H", "H", "H", "H", "H", "H", "H"],
  "positions_angstrom": [[-3.477, 0.226, 0.086], [0.964, 1.081, -0.116], [0.418, -0.080, 0.504], [-1.887, 0.359, -0.291], [1.823, -0.157, -0.189], [-0.861, -0.680, -0.114], [-1.226, -1.518, 0.523], [1.926, -0.634, -1.143], [1.314, 1.616, 0.668], [-0.681, -1.097, -1.093], [2.650, -0.145, 0.500], [0.518, -0.139, 1.610], [-1.480, 1.169, -0.944]],
  "atomic_forces_ev_per_a": [[1.410, 0.331, -0.126], [0.808, -0.006, -0.136], [1.166, -1.713, -0.209], [-1.388, 0.326, -1.114], [-2.498, 0.967, 1.464], [0.559, -0.736, 1.848], [0.191, 0.597, -0.418], [0.000, 0.060, -0.295], [0.252, 0.655, -0.393], [0.348, -0.077, -0.506], [0.260, -0.290, -0.122], [-0.495, 0.030, -0.806], [-0.612, -0.143, 0.814]],
  "relative_energy_kj_mol": 222.90,
  "e_lumo_ev": -0.11,
  "orbital_gap_ha": 0.311,
  "e_homo_ev": -8.571,
  "total_charge": 0
}